Here is 3 unconnected molecules or ions with the total composition C5H14N2O from the Open Molecules 2025 dataset. Energies are from wB97M-V/def2-TZVPD.

Summary:
Total energy   -383.50264 Ha
Max |F|   0.0519 Eh/bohr

XYZ file:
```
22
Properties=species:S:1:pos:R:3:nbo_charge:R:1
C 2.09074 0.06821 0.13114 0.057
C 2.22227 0.25509 -1.33738 -0.690
O 1.78760 2.00421 0.66827 -0.915
H 1.32446 1.91274 1.51456 0.445
H 2.94862 0.34107 0.72612 0.199
H 1.70538 -0.89348 0.44452 0.185
H 1.33644 -0.08809 -1.86999 0.225
H 3.07332 -0.35477 -1.66842 0.229
H 2.42202 1.29774 -1.57026 0.247
C -0.93115 -1.96052 0.76645 -0.636
C -2.71570 -0.29028 -0.04563 -0.693
C -1.27409 -0.58379 0.27713 0.206
N -0.58609 1.54104 -0.33886 -0.684
N -0.35541 0.29673 0.14899 -0.254
H 0.27131 2.10017 -0.06906 0.428
H -1.48397 1.93862 -0.07733 0.337
H 0.11141 -2.03900 1.06531 0.213
H -1.54940 -2.21782 1.63045 0.215
H -3.13520 0.44614 0.64876 0.219
H -3.32307 -1.19198 0.01433 0.221
H -2.80438 0.12578 -1.05314 0.230
H -1.13512 -2.70780 -0.00596 0.215
```